*P*
Here is C2H3IOS in the gas phase from the OMol25 dataset. Energies are from the ωB97M-V functional and the def2-TZVPD basis.

Each atom is followed by the atoms it is bonded to, with distances in Å.
Positions of all 8 atoms, in Å:
1 H 0.864 1.446 0.019  O8 0.946
2 H -0.610 -0.762 0.882  C6 1.150
3 H -0.288 -0.704 -1.002  C6 1.252
4 C 1.581 -0.879 0.137  I5 2.089, C6 1.489, S7 1.797
5 I 3.197 0.437 -0.002  C4 2.089
6 C 0.172 -0.397 0.121  H2 1.150, H3 1.252, C4 1.489, O8 1.377
7 S 1.760 -2.664 0.026  C4 1.797
8 O 0.152 0.952 0.397  H1 0.946, C6 1.377

- HOMO level: -9.04 eV
- SMILES: OCC(=S)I
- HOMO-LUMO gap: 7.7 eV
- Charge: 0

Just the Mulliken charges please, in e? Sure, here they are: number 1, H, carries 0.2225; number 2, H, carries 0.2612; number 3, H, carries 0.2170; number 4, C, carries -0.1154; number 5, I, carries 0.1375; number 6, C, carries -0.1269; number 7, S, carries -0.1565; number 8, O, carries -0.4395

---

*Q*
Here is 2 unconnected molecules or ions with the total composition C2H3IOS from the OMol25 dataset. Energies are from the ωB97M-V functional and the def2-TZVPD basis.

Each atom is followed by the atoms it is bonded to, with distances in Å.
Positions of all 8 atoms, in Å:
1 C -0.302 -0.963 -0.368  C4 1.276, S5 1.568
2 I 2.956 0.636 -0.246  H6 1.632
3 H -1.266 1.821 0.518  O8 0.970
4 C -1.010 0.098 -0.327  C1 1.276, H7 1.103, O8 1.405
5 S 0.064 -2.460 -0.081  C1 1.568
6 H 2.450 -0.461 0.851  I2 1.632
7 H -1.658 0.433 -1.155  C4 1.103
8 O -1.234 0.896 0.808  H3 0.970, C4 1.405

- HOMO level: -8.38 eV
- SMILES: OC=C=S.I
- HOMO-LUMO gap: 7.6 eV
- Charge: 0

Just the Mulliken charges please, in e? Sure, here they are: number 1, C, carries 0.0832; number 2, I, carries -0.0938; number 3, H, carries 0.3385; number 4, C, carries 0.0250; number 5, S, carries -0.2460; number 6, H, carries 0.0942; number 7, H, carries 0.2471; number 8, O, carries -0.4482

---

Stability, highest: *P*

---

*P*
Here is C4H7FN2 in the gas phase from the OMol25 dataset. Energies are from the ωB97M-V functional and the def2-TZVPD basis.

Each atom is followed by the atoms it is bonded to, with distances in Å.
Positions of all 14 atoms, in Å:
1 N -1.551 0.250 -0.257  H4 1.025, C11 1.467, N14 1.427
2 C -0.784 0.204 1.868  H3 1.063, H5 1.108, N14 1.275
3 H -0.749 -0.223 2.840  C2 1.063
4 H -2.415 -0.073 -0.704  N1 1.025
5 H -0.194 1.110 1.626  C2 1.108
6 F 0.852 1.703 -0.693  C10 1.345
7 H 2.898 0.263 -0.165  C8 1.073
8 C 2.002 -0.289 -0.376  H7 1.073, C10 1.326, H12 1.080
9 H -0.648 0.002 -2.062  C11 1.056
10 C 0.886 0.359 -0.678  F6 1.345, C8 1.326, C11 1.500
11 C -0.431 -0.251 -1.060  N1 1.467, H9 1.056, C10 1.500, H13 1.090
12 H 2.029 -1.368 -0.345  C8 1.080
13 H -0.320 -1.335 -1.029  C11 1.090
14 N -1.574 -0.352 1.036  N1 1.427, C2 1.275

- HOMO level: -8.95 eV
- SMILES: C=NNCC(=C)F
- HOMO-LUMO gap: 10.0 eV
- Charge: 0

Just the Mulliken charges please, in e? Sure, here they are: number 1, N, carries -0.2399; number 2, C, carries -0.3073; number 3, H, carries 0.3145; number 4, H, carries 0.2847; number 5, H, carries 0.3121; number 6, F, carries -0.2602; number 7, H, carries 0.3080; number 8, C, carries -0.8612; number 9, H, carries 0.3619; number 10, C, carries 0.4201; number 11, C, carries -0.4175; number 12, H, carries 0.2606; number 13, H, carries 0.3205; number 14, N, carries -0.4962

---

*Q*
Here is C4H7FN2 in the gas phase from the OMol25 dataset. Energies are from the ωB97M-V functional and the def2-TZVPD basis.

Each atom is followed by the atoms it is bonded to, with distances in Å.
Positions of all 14 atoms, in Å:
1 F 2.666 -0.389 -0.110  C6 1.333
2 C 1.478 -2.370 0.657  H3 1.099, C6 1.392, H11 1.047
3 H 2.270 -3.113 0.489  C2 1.099
4 C -1.772 1.314 -0.244  H5 1.285, N8 1.500, H10 1.154, H12 1.191
5 H -1.821 1.778 0.953  C4 1.285
6 C 1.590 -1.013 0.371  F1 1.333, C2 1.392, C14 1.444
7 N 0.567 0.949 -0.611  N8 1.203, C14 1.344
8 N -0.434 1.562 -0.874  C4 1.500, N7 1.203, H13 1.057
9 H -0.516 -0.245 0.813  C14 1.194
10 H -2.507 1.899 -0.914  C4 1.154
11 H 0.625 -2.868 1.005  C2 1.047
12 H -2.148 0.184 -0.270  C4 1.191
13 H -0.436 2.499 -1.363  N8 1.057
14 C 0.438 -0.186 0.098  C6 1.444, N7 1.344, H9 1.194

- HOMO level: -7.60 eV
- SMILES: C=C(F)/C=N/NC
- HOMO-LUMO gap: 8.4 eV
- Charge: 0

Just the Mulliken charges please, in e? Sure, here they are: number 1, F, carries -0.2202; number 2, C, carries -0.9034; number 3, H, carries 0.2643; number 4, C, carries -0.8507; number 5, H, carries 0.2527; number 6, C, carries 0.4640; number 7, N, carries -0.4783; number 8, N, carries 0.1258; number 9, H, carries 0.2157; number 10, H, carries 0.3037; number 11, H, carries 0.2868; number 12, H, carries 0.3167; number 13, H, carries 0.2866; number 14, C, carries -0.0637

---

Stability, highest: *P*

---

*P*
Here is CH2N2O2S2 in the gas phase from the OMol25 dataset. Energies are from the ωB97M-V functional and the def2-TZVPD basis.

Each atom is followed by the atoms it is bonded to, with distances in Å.
Positions of all 9 atoms, in Å:
1 H 0.230 0.062 -2.890  C8 1.150
2 N -0.171 0.167 1.463  O5 1.577, O6 1.185, N7 1.225
3 H 1.504 -0.720 1.602  N7 1.013
4 S -0.249 1.423 -0.957  O5 1.611, C8 1.751
5 O -1.019 0.915 0.364  N2 1.577, S4 1.611
6 O -0.768 -0.026 2.467  N2 1.185
7 N 0.962 -0.062 1.055  N2 1.225, H3 1.013
8 C -0.078 -0.105 -1.795  H1 1.150, S4 1.751, S9 1.656
9 S -0.410 -1.654 -1.309  C8 1.656

- HOMO level: -8.99 eV
- SMILES: [H]/N=[N+](\[O-])OSC=S
- HOMO-LUMO gap: 8.4 eV
- Charge: 0

Just the Mulliken charges please, in e? Sure, here they are: number 1, H, carries 0.2867; number 2, N, carries 1.1439; number 3, H, carries 0.2412; number 4, S, carries 0.1939; number 5, O, carries -0.3477; number 6, O, carries -0.5865; number 7, N, carries -0.6151; number 8, C, carries -0.1241; number 9, S, carries -0.1922

---

*Q*
Here is CH2N2O2S2 in the gas phase from the OMol25 dataset. Energies are from the ωB97M-V functional and the def2-TZVPD basis.

Each atom is followed by the atoms it is bonded to, with distances in Å.
Positions of all 9 atoms, in Å:
1 C 1.978 -0.739 0.129  S5 1.530, N8 1.207
2 O 0.010 0.938 -1.399  S4 1.422
3 N -1.654 -0.257 0.041  S4 1.639, H6 1.004, H9 1.002
4 S -0.199 0.489 -0.065  O2 1.422, N3 1.639, O7 1.423, N8 1.673
5 S 3.497 -0.582 0.049  C1 1.530
6 H -2.165 -0.333 -0.819  N3 1.004
7 O -0.028 1.368 1.040  S4 1.423
8 N 0.777 -0.847 0.183  C1 1.207, S4 1.673
9 H -2.216 -0.038 0.842  N3 1.002

- HOMO level: -10.16 eV
- SMILES: NS(=O)(=O)N=C=S
- HOMO-LUMO gap: 10.1 eV
- Charge: 0

Just the Mulliken charges please, in e? Sure, here they are: number 1, C, carries 0.5323; number 2, O, carries -0.5686; number 3, N, carries -0.4558; number 4, S, carries 1.1348; number 5, S, carries -0.3320; number 6, H, carries 0.2577; number 7, O, carries -0.5698; number 8, N, carries -0.2546; number 9, H, carries 0.2560

---

Stability, highest: *Q*

---

*P*
Here is C4H9ClO3 in the gas phase from the OMol25 dataset. Energies are from the ωB97M-V functional and the def2-TZVPD basis.

Each atom is followed by the atoms it is bonded to, with distances in Å.
Positions of all 17 atoms, in Å:
1 C 0.054 1.482 0.681  H2 1.069, O5 1.430, H14 1.130, C17 1.552
2 H -0.847 1.408 1.250  C1 1.069
3 H 1.995 -1.611 0.381  O16 0.988
4 H 1.875 0.551 -1.431  C11 1.110
5 O -0.159 2.347 -0.438  C1 1.430, H15 0.971
6 H 2.459 0.693 0.226  C11 1.087
7 O 0.563 -0.734 1.414  H13 0.952, C17 1.435
8 H -0.585 0.241 -1.603  C10 1.056
9 Cl -2.167 -0.753 -0.105  C10 1.769
10 C -0.572 -0.454 -0.809  H8 1.056, Cl9 1.769, H12 1.128, C17 1.518
11 C 1.847 0.077 -0.428  H4 1.110, H6 1.087, O16 1.439, C17 1.562
12 H -0.130 -1.434 -1.151  C10 1.128
13 H -0.103 -1.414 1.411  O7 0.952
14 H 0.964 1.749 1.296  C1 1.130
15 H -0.410 3.241 -0.156  O5 0.971
16 O 2.232 -1.306 -0.528  H3 0.988, C11 1.439
17 C 0.426 0.048 0.219  C1 1.552, O7 1.435, C10 1.518, C11 1.562

- HOMO level: -10.29 eV
- SMILES: OCC(O)(CO)CCl
- HOMO-LUMO gap: 11.0 eV
- Charge: 0

Just the Mulliken charges please, in e? Sure, here they are: number 1, C, carries -0.8341; number 2, H, carries 0.3867; number 3, H, carries 0.3921; number 4, H, carries 0.3342; number 5, O, carries -0.5140; number 6, H, carries 0.3263; number 7, O, carries -0.6020; number 8, H, carries 0.4386; number 9, Cl, carries -0.1798; number 10, C, carries -0.7173; number 11, C, carries -0.7151; number 12, H, carries 0.3891; number 13, H, carries 0.3825; number 14, H, carries 0.3104; number 15, H, carries 0.3062; number 16, O, carries -0.5460; number 17, C, carries 0.8424

---

*Q*
Here is 2 unconnected molecules or ions with the total composition C4H9ClO3 from the OMol25 dataset. Energies are from the ωB97M-V functional and the def2-TZVPD basis.

Each atom is followed by the atoms it is bonded to, with distances in Å.
Positions of all 17 atoms, in Å:
1 O -0.451 2.250 0.951  H12 0.977, C14 1.320
2 C -1.898 0.651 -2.065  H3 1.067, H4 1.091, H10 1.052, Cl11 1.716
3 H -2.308 -0.233 -1.629  C2 1.067
4 H -2.696 0.932 -2.753  C2 1.091
5 H 2.562 -0.750 1.355  C6 1.067
6 C 1.501 -0.648 1.315  H5 1.067, O7 1.442, C8 1.558, H16 1.160
7 O 1.011 0.688 1.083  C6 1.442, C14 1.359
8 C 1.123 -1.657 0.190  C6 1.558, H9 1.044, H15 1.161, H17 1.114
9 H 1.712 -1.435 -0.643  C8 1.044
10 H -2.149 1.292 -1.270  C2 1.052
11 Cl -0.265 0.763 -2.580  C2 1.716
12 H 0.332 2.440 0.399  O1 0.977
13 O -1.127 0.222 1.644  C14 1.179
14 C -0.305 0.975 1.263  O1 1.320, O7 1.359, O13 1.179
15 H 1.655 -2.669 0.391  C8 1.161
16 H 1.275 -1.105 2.356  C6 1.160
17 H 0.028 -1.717 -0.006  C8 1.114

- HOMO level: -10.93 eV
- SMILES: CCOC(=O)O.CCl
- HOMO-LUMO gap: 11.6 eV
- Charge: 0

Just the Mulliken charges please, in e? Sure, here they are: number 1, O, carries -0.4655; number 2, C, carries -0.8161; number 3, H, carries 0.3317; number 4, H, carries 0.3668; number 5, H, carries 0.3702; number 6, C, carries -0.3302; number 7, O, carries -0.3834; number 8, C, carries -0.9387; number 9, H, carries 0.3026; number 10, H, carries 0.2852; number 11, Cl, carries -0.1621; number 12, H, carries 0.3907; number 13, O, carries -0.4909; number 14, C, carries 0.6910; number 15, H, carries 0.3258; number 16, H, carries 0.2721; number 17, H, carries 0.2510

---

Stability, highest: *P*

---

*P*
Here is C5H7Br in the gas phase from the OMol25 dataset. Energies are from the ωB97M-V functional and the def2-TZVPD basis.

Each atom is followed by the atoms it is bonded to, with distances in Å.
Positions of all 13 atoms, in Å:
1 Br -3.264 -0.083 0.042  C13 2.101
2 H -1.129 0.751 1.317  C13 1.075
3 H -0.622 -1.404 1.059  C8 1.067
4 H 3.177 0.089 0.169  C6 1.060
5 H 2.337 1.283 -0.529  C6 1.019
6 C 2.202 0.341 -0.163  H4 1.060, H5 1.019, C10 1.301
7 H -1.576 1.870 0.036  C13 1.114
8 C -0.022 -1.237 0.192  H3 1.067, H9 1.107, C10 1.464, C11 1.486
9 H -0.033 -2.222 -0.312  C8 1.107
10 C 1.073 -0.288 -0.020  C6 1.301, C8 1.464, C11 1.535
11 C -0.352 0.043 -0.486  C8 1.486, C10 1.535, H12 1.093, C13 1.479
12 H -0.421 0.058 -1.576  C11 1.093
13 C -1.372 0.800 0.271  Br1 2.101, H2 1.075, H7 1.114, C11 1.479

- HOMO level: -9.89 eV
- SMILES: C=C1C[C@H]1CBr
- HOMO-LUMO gap: 10.5 eV
- Charge: 0

Just the Mulliken charges please, in e? Sure, here they are: number 1, Br, carries -0.2157; number 2, H, carries 0.3714; number 3, H, carries 0.2521; number 4, H, carries 0.2877; number 5, H, carries 0.3111; number 6, C, carries -0.7844; number 7, H, carries 0.3932; number 8, C, carries -0.6177; number 9, H, carries 0.2636; number 10, C, carries 0.2490; number 11, C, carries 0.0520; number 12, H, carries 0.3227; number 13, C, carries -0.8850

---

*Q*
Here is C5H7Br in the gas phase from the OMol25 dataset. Energies are from the ωB97M-V functional and the def2-TZVPD basis.

Each atom is followed by the atoms it is bonded to, with distances in Å.
Positions of all 13 atoms, in Å:
1 C 0.720 0.509 1.300  C6 1.562, H7 1.009, H11 1.006, H12 1.081
2 H -1.225 1.751 -0.574  C5 1.005
3 Br -2.105 -0.346 0.914  C6 2.086
4 H -1.053 0.646 -1.767  C5 1.084
5 C -0.583 1.038 -0.873  H2 1.005, H4 1.084, C6 1.557, H10 1.147
6 C -0.182 -0.058 0.158  C1 1.562, Br3 2.086, C5 1.557, C13 1.407
7 H 1.621 0.767 0.924  C1 1.009
8 H 0.778 -3.338 -0.989  C9 1.050
9 C 0.637 -2.317 -0.788  H8 1.050, C13 1.196
10 H 0.290 1.554 -1.411  C5 1.147
11 H 0.299 1.380 1.576  C1 1.006
12 H 0.656 -0.313 2.000  C1 1.081
13 C 0.147 -1.274 -0.469  C6 1.407, C9 1.196

- HOMO level: -9.93 eV
- SMILES: C#CC(C)(C)Br
- HOMO-LUMO gap: 10.3 eV
- Charge: 0

Just the Mulliken charges please, in e? Sure, here they are: number 1, C, carries -1.3686; number 2, H, carries 0.4808; number 3, Br, carries -0.1674; number 4, H, carries 0.4101; number 5, C, carries -1.3479; number 6, C, carries 0.7708; number 7, H, carries 0.4360; number 8, H, carries 0.4660; number 9, C, carries -0.0209; number 10, H, carries 0.3198; number 11, H, carries 0.4060; number 12, H, carries 0.3704; number 13, C, carries -0.7550

---

Stability, highest: *P*

---

*P*
Here is C2H3BrS in the gas phase from the OMol25 dataset. Energies are from the ωB97M-V functional and the def2-TZVPD basis.

Each atom is followed by the atoms it is bonded to, with distances in Å.
Positions of all 7 atoms, in Å:
1 H 0.093 -0.212 1.428  C3 1.055
2 H -1.079 -0.177 0.323  C3 1.096
3 C -0.078 0.237 0.489  H1 1.055, H2 1.096, S6 1.785, C7 1.423
4 Br 2.741 -0.055 0.019  C7 1.896
5 H 0.940 0.037 -1.802  C7 1.333
6 S 0.291 1.921 0.025  C3 1.785, C7 1.830
7 C 0.949 0.294 -0.494  C3 1.423, Br4 1.896, H5 1.333, S6 1.830

- HOMO level: -9.17 eV
- SMILES: Br[C@H]1CS1
- HOMO-LUMO gap: 9.8 eV
- Charge: 0

Just the Mulliken charges please, in e? Sure, here they are: number 1, H, carries 0.3177; number 2, H, carries 0.2435; number 3, C, carries -0.6306; number 4, Br, carries -0.0971; number 5, H, carries 0.3140; number 6, S, carries -0.0838; number 7, C, carries -0.0637

---

*Q*
Here is C2H3BrS in the gas phase from the OMol25 dataset. Energies are from the ωB97M-V functional and the def2-TZVPD basis.

Each atom is followed by the atoms it is bonded to, with distances in Å.
Positions of all 7 atoms, in Å:
1 H -1.365 -0.699 0.012  C6 1.106
2 S 1.086 -1.941 0.045  C5 1.749
3 Br 1.969 1.080 0.003  C5 1.844
4 H -0.825 0.940 0.926  C6 1.173
5 C 0.683 -0.241 -0.042  S2 1.749, Br3 1.844, C6 1.453
6 C -0.704 0.186 0.035  H1 1.106, H4 1.173, C5 1.453, H7 1.135
7 H -0.843 0.675 -0.980  C6 1.135

- HOMO level: -8.94 eV
- SMILES: CC(=S)Br
- HOMO-LUMO gap: 8.2 eV
- Charge: 0

Just the Mulliken charges please, in e? Sure, here they are: number 1, H, carries 0.3031; number 2, S, carries -0.1830; number 3, Br, carries -0.0127; number 4, H, carries 0.2931; number 5, C, carries 0.1299; number 6, C, carries -0.8154; number 7, H, carries 0.2850

---

Stability, highest: *Q*